# 1
{
  "formula": "C21H62O19",
  "method": "ωB97M-V with the def2-TZVPD basis set",
  "symbols": ["C", "C", "C", "O", "H", "H", "H", "H", "H", "H", "H", "H", "O", "C", "C", "O", "H", "H", "H", "H", "H", "H", "O", "C", "C", "O", "H", "H", "H", "H", "H", "H", "O", "C", "C", "O", "H", "H", "H", "H", "H", "H", "O", "C", "C", "O", "H", "H", "H", "H", "H", "H", "O", "C", "C", "O", "H", "H", "H", "H", "H", "H", "O", "C", "C", "O", "H", "H", "H", "H", "H", "H", "O", "C", "C", "O", "H", "H", "H", "H", "H", "H", "O", "C", "C", "O", "H", "H", "H", "H", "H", "H", "O", "C", "C", "O", "H", "H", "H", "H", "H", "H"],
  "xyz": [[-5.468, -0.653, 6.824], [-3.950, -0.795, 7.137], [-3.688, -0.958, 8.623], [-3.580, -1.952, 6.544], [-5.824, 0.146, 7.474], [-6.139, -1.450, 7.145], [-5.644, -0.455, 5.766], [-3.486, 0.116, 6.760], [-2.611, -1.053, 8.761], [-3.914, -1.833, 9.234], [-4.035, -0.103, 9.203], [-4.242, -2.619, 6.743], [-7.967, -1.351, -6.573], [-7.634, -0.119, -6.079], [-7.851, 1.044, -7.006], [-6.934, 0.897, -8.127], [-8.801, -1.617, -6.179], [-8.218, -0.024, -5.163], [-6.602, -0.038, -5.737], [-7.518, 1.954, -6.507], [-8.841, 1.355, -7.339], [-6.635, -0.010, -8.027], [6.405, -5.450, -1.695], [5.538, -6.540, -2.012], [3.990, -6.127, -1.938], [3.859, -5.592, -0.652], [6.401, -5.220, -0.763], [5.692, -6.838, -3.049], [5.842, -7.320, -1.314], [3.342, -7.004, -1.954], [3.740, -5.327, -2.635], [3.237, -4.862, -0.699], [-4.586, -7.662, -6.252], [-3.674, -6.955, -5.452], [-4.131, -7.236, -4.050], [-5.534, -6.660, -3.862], [-4.058, -8.272, -6.772], [-2.703, -7.416, -5.634], [-3.813, -5.916, -5.751], [-3.418, -6.725, -3.402], [-4.132, -8.272, -3.710], [-5.818, -6.843, -4.760], [1.511, 5.375, 6.192], [1.308, 5.230, 4.792], [2.735, 5.221, 4.083], [2.602, 4.917, 2.713], [2.128, 4.701, 6.486], [0.821, 4.256, 4.842], [0.549, 5.953, 4.493], [3.394, 4.467, 4.513], [3.276, 6.162, 3.974], [3.511, 4.705, 2.485], [-1.484, -0.318, -1.534], [-0.220, -0.122, -0.962], [-0.257, -0.342, 0.577], [-0.942, -1.602, 0.808], [-1.914, -1.110, -1.201], [0.582, -0.629, -1.498], [0.080, 0.915, -1.120], [-0.882, 0.367, 1.120], [0.760, -0.213, 0.946], [-1.285, -1.588, 1.705], [4.425, -4.742, 5.248], [3.881, -3.427, 5.635], [4.569, -2.849, 6.949], [3.675, -3.206, 7.991], [4.306, -4.729, 4.295], [4.105, -2.814, 4.762], [2.798, -3.359, 5.739], [4.603, -1.780, 6.744], [5.561, -3.260, 7.141], [3.475, -4.120, 7.780], [6.697, -0.150, -2.297], [6.702, 0.847, -1.310], [7.760, 0.760, -0.174], [7.635, 1.803, 0.782], [6.693, -1.015, -1.881], [6.753, 1.835, -1.768], [5.701, 0.738, -0.892], [8.687, 0.915, -0.726], [7.821, -0.213, 0.313], [8.559, 2.006, 0.948], [-3.165, 5.256, -1.878], [-4.251, 5.472, -0.997], [-3.941, 6.641, -0.062], [-4.702, 6.688, 1.121], [-2.877, 4.358, -1.703], [-5.184, 5.578, -1.551], [-4.354, 4.561, -0.408], [-3.968, 7.636, -0.508], [-2.946, 6.413, 0.320], [-5.271, 7.459, 1.180], [2.216, 6.887, -3.928], [2.641, 6.101, -5.013], [4.137, 6.352, -5.332], [4.411, 5.731, -6.539], [1.389, 6.590, -3.541], [2.337, 5.077, -4.801], [1.952, 6.448, -5.783], [4.771, 5.964, -4.533], [4.186, 7.440, -5.379], [5.345, 5.518, -6.476]],
  "smiles": "CC(C)O.OCCO.OCCO.OCCO.OCCO.OCCO.OCCO.OCCO.OCCO.OCCO",
  "total_charge": 0,
  "e_tot_ev": -61674.5503,
  "lumo_ev": -0.19,
  "orbital_gap_ev": 9.75
}

# 2
{
  "formula": "C21H64B2BrN2O19",
  "method": "ωB97M-V with the def2-TZVPD basis set",
  "symbols": ["C", "O", "B", "O", "O", "C", "O", "C", "C", "C", "Br", "N", "B", "O", "O", "C", "C", "C", "N", "H", "H", "H", "H", "H", "H", "H", "H", "H", "H", "H", "H", "C", "O", "H", "H", "H", "H", "C", "O", "H", "H", "H", "H", "C", "O", "H", "H", "H", "H", "C", "O", "H", "H", "H", "H", "C", "O", "H", "H", "H", "H", "C", "O", "H", "H", "H", "H", "C", "O", "H", "H", "H", "H", "C", "O", "H", "H", "H", "H", "C", "O", "H", "H", "H", "H", "C", "O", "H", "H", "H", "H", "C", "O", "H", "H", "H", "H", "C", "O", "H", "H", "H", "H", "C", "O", "H", "H", "H", "H"],
  "xyz": [[6.626, -0.856, 2.429], [5.672, -0.761, 1.334], [4.473, -0.253, 1.717], [4.006, 0.912, 1.196], [3.645, -0.953, 2.612], [2.510, -1.524, 2.186], [2.326, -2.695, 2.164], [1.441, -0.593, 1.708], [1.045, -0.718, 0.389], [0.076, 0.118, -0.123], [-0.457, -0.049, -1.877], [-0.520, 1.041, 0.672], [-1.606, 2.021, 0.166], [-2.803, 1.799, 0.741], [-1.313, 2.988, -0.699], [-0.058, 3.682, -0.695], [-0.168, 1.115, 1.979], [0.821, 0.336, 2.538], [1.208, 0.416, 3.896], [6.623, 0.052, 3.020], [6.385, -1.686, 3.080], [7.603, -1.014, 1.999], [4.707, 1.339, 0.690], [1.494, -1.462, -0.246], [-3.382, 2.572, 0.691], [-0.247, 4.724, -0.479], [0.400, 3.602, -1.672], [0.630, 3.287, 0.046], [-0.707, 1.842, 2.563], [0.583, -0.104, 4.500], [1.204, 1.374, 4.221], [5.188, 4.966, 0.909], [4.103, 4.748, -0.003], [5.557, 5.970, 0.723], [4.864, 4.897, 1.949], [6.002, 4.259, 0.731], [3.757, 3.864, 0.136], [6.832, -3.099, -1.722], [6.930, -1.860, -1.016], [7.261, -2.936, -2.706], [7.392, -3.896, -1.229], [5.796, -3.425, -1.844], [6.550, -1.977, -0.143], [1.943, 7.542, -1.108], [2.799, 7.497, 0.019], [1.304, 8.414, -1.000], [2.492, 7.631, -2.049], [1.300, 6.655, -1.169], [3.353, 6.712, -0.054], [7.340, -1.665, 6.185], [8.074, -1.695, 4.963], [6.315, -1.405, 5.928], [7.336, -2.637, 6.682], [7.728, -0.913, 6.876], [8.985, -1.925, 5.165], [3.643, -1.035, -2.947], [4.528, -0.123, -2.316], [3.278, -0.551, -3.849], [4.147, -1.963, -3.229], [2.778, -1.285, -2.319], [4.914, -0.557, -1.547], [-6.338, 0.574, -0.241], [-5.276, 0.707, -1.200], [-7.276, 0.613, -0.787], [-6.280, -0.367, 0.298], [-6.302, 1.404, 0.468], [-4.446, 0.679, -0.715], [-8.785, -2.162, 0.915], [-8.142, -1.106, 1.626], [-8.882, -1.831, -0.117], [-8.211, -3.090, 0.934], [-9.785, -2.350, 1.318], [-8.054, -1.376, 2.544], [-2.477, -2.576, -3.564], [-1.155, -3.072, -3.326], [-2.779, -2.048, -2.664], [-2.504, -1.875, -4.400], [-3.199, -3.371, -3.747], [-0.867, -3.552, -4.107], [-7.652, 4.478, 0.725], [-7.275, 3.539, 1.728], [-7.107, 5.395, 0.933], [-7.388, 4.133, -0.280], [-8.721, 4.695, 0.753], [-7.771, 2.730, 1.571], [-5.433, 0.746, -4.945], [-5.619, -0.200, -3.906], [-5.452, 0.199, -5.886], [-6.228, 1.496, -4.971], [-4.470, 1.262, -4.867], [-5.606, 0.265, -3.059], [1.019, -5.923, 2.269], [-0.092, -6.746, 2.602], [1.820, -6.180, 2.957], [1.368, -6.106, 1.249], [0.792, -4.861, 2.384], [-0.816, -6.541, 2.006], [-11.288, 1.018, 0.135], [-10.548, 0.852, 1.337], [-11.791, 1.979, 0.205], [-10.643, 1.030, -0.749], [-12.048, 0.242, 0.008], [-10.092, 0.006, 1.301], [6.171, -5.415, -4.908], [6.522, -5.594, -3.540], [6.637, -4.487, -5.231], [6.545, -6.226, -5.537], [5.090, -5.329, -5.047], [6.127, -6.414, -3.234]],
  "total_charge": 1,
  "e_tot_ev": -136087.2250,
  "lumo_ev": -4.33,
  "orbital_gap_ev": 7.30
}

# 3
{
  "formula": "C21H65N3O12",
  "method": "ωB97M-V with the def2-TZVPD basis set",
  "symbols": ["C", "O", "C", "C", "C", "N", "H", "H", "H", "H", "H", "H", "H", "H", "H", "H", "H", "C", "O", "C", "C", "C", "N", "H", "H", "H", "H", "H", "H", "H", "H", "H", "H", "H", "C", "O", "C", "C", "C", "N", "H", "H", "H", "H", "H", "H", "H", "H", "H", "H", "H", "O", "C", "C", "O", "H", "H", "H", "H", "H", "H", "O", "C", "C", "O", "H", "H", "H", "H", "H", "H", "C", "O", "H", "H", "H", "H", "C", "O", "H", "H", "H", "H", "C", "O", "H", "H", "H", "H", "C", "O", "H", "H", "H", "H", "C", "O", "H", "H", "H", "H"],
  "xyz": [[5.425, 4.710, -6.068], [4.815, 3.835, -5.142], [5.746, 3.048, -4.360], [5.081, 2.019, -3.487], [4.249, 1.045, -4.298], [4.390, 2.575, -2.385], [6.200, 4.185, -6.627], [6.007, 5.531, -5.650], [4.783, 5.201, -6.798], [6.308, 2.653, -5.206], [6.369, 3.720, -3.770], [5.928, 1.566, -2.973], [4.218, 0.117, -3.726], [4.881, 0.762, -5.139], [3.317, 1.486, -4.650], [3.646, 3.045, -2.881], [4.083, 1.839, -1.766], [-0.315, -1.960, -4.374], [-0.342, -0.924, -5.405], [-0.907, -1.364, -6.615], [-1.276, -0.168, -7.565], [-2.138, 0.839, -6.851], [-2.192, -0.748, -8.600], [0.162, -1.525, -3.496], [0.322, -2.825, -4.558], [-1.347, -2.219, -4.139], [-0.323, -2.187, -7.028], [-1.929, -1.697, -6.435], [-0.334, 0.236, -7.937], [-2.921, 0.253, -6.371], [-2.600, 1.558, -7.527], [-1.703, 1.309, -5.969], [-2.414, -0.100, -9.343], [-1.740, -1.565, -8.985], [3.836, -4.371, 4.164], [3.422, -4.537, 2.797], [4.476, -4.782, 1.831], [3.885, -4.391, 0.433], [2.784, -5.325, -0.061], [4.946, -4.418, -0.537], [2.980, -3.921, 4.667], [4.658, -3.671, 4.315], [4.233, -5.326, 4.509], [5.404, -4.211, 1.874], [4.708, -5.841, 1.949], [3.485, -3.378, 0.464], [1.948, -5.181, 0.622], [3.079, -6.374, -0.026], [2.409, -5.182, -1.075], [5.606, -3.655, -0.482], [4.554, -4.367, -1.466], [-2.207, -1.443, 3.200], [-1.203, -1.449, 2.248], [-0.964, 0.027, 1.800], [0.182, 0.231, 0.881], [-2.301, -2.346, 3.513], [-0.321, -1.906, 2.697], [-1.473, -1.841, 1.267], [-0.792, 0.573, 2.728], [-1.817, 0.346, 1.200], [0.347, 1.176, 0.840], [-1.117, 4.850, 7.066], [-0.744, 3.589, 7.595], [-1.782, 2.518, 7.421], [-1.098, 1.222, 7.657], [-2.006, 5.114, 7.314], [0.167, 3.317, 7.062], [-0.632, 3.770, 8.664], [-2.073, 2.559, 6.371], [-2.683, 2.371, 8.016], [-1.330, 0.635, 6.934], [1.487, 5.541, 2.126], [0.676, 6.185, 1.200], [2.466, 6.005, 2.246], [0.911, 5.477, 3.049], [1.746, 4.512, 1.877], [1.168, 6.346, 0.392], [-2.571, 4.094, -2.574], [-2.943, 4.917, -1.485], [-3.505, 4.141, -3.134], [-1.746, 4.280, -3.262], [-2.364, 3.060, -2.302], [-2.126, 5.074, -1.006], [-2.762, -6.739, 3.451], [-2.924, -5.594, 4.416], [-3.641, -6.955, 2.845], [-1.956, -6.632, 2.724], [-2.560, -7.537, 4.165], [-2.866, -5.959, 5.302], [-6.403, -1.062, 6.275], [-7.580, -1.579, 5.594], [-6.548, -0.397, 7.126], [-5.868, -1.926, 6.666], [-5.672, -0.759, 5.525], [-8.104, -1.961, 6.303], [-6.767, 1.674, 1.785], [-8.029, 1.524, 1.153], [-6.395, 2.676, 1.999], [-6.824, 1.118, 2.721], [-5.975, 1.217, 1.191], [-8.341, 0.628, 1.302]],
  "smiles": "COC[C@H](C)N.COC[C@H](C)N.COC[C@H](C)N.OCCO.OCCO.CO.CO.CO.CO.CO",
  "total_charge": 0,
  "e_tot_ev": -51862.3455,
  "lumo_ev": 0.12,
  "orbital_gap_ev": 9.42
}

# 4
{
  "formula": "C21H71HfO27S6",
  "method": "ωB97M-V with the def2-TZVPD basis set",
  "symbols": ["Hf", "C", "C", "C", "O", "H", "H", "H", "H", "H", "H", "H", "O", "S", "O", "O", "C", "C", "C", "H", "H", "H", "H", "H", "H", "H", "H", "O", "S", "O", "O", "C", "C", "C", "H", "H", "H", "H", "H", "H", "H", "H", "O", "S", "O", "O", "C", "C", "C", "H", "H", "H", "H", "H", "H", "H", "H", "O", "S", "O", "O", "C", "C", "C", "H", "H", "H", "H", "H", "H", "H", "H", "O", "S", "O", "O", "C", "C", "C", "H", "H", "H", "H", "H", "H", "H", "H", "O", "S", "O", "O", "C", "C", "C", "H", "H", "H", "H", "H", "H", "H", "H", "O", "H", "H", "O", "H", "H", "O", "H", "H", "O", "H", "H", "O", "H", "H", "O", "H", "H", "O", "H", "H", "O", "H", "H"],
  "xyz": [[-0.611, 3.194, -4.118], [-0.410, -0.320, -1.190], [-0.620, 1.153, -0.886], [0.383, 1.508, 0.194], [-0.712, 2.001, -1.996], [-0.972, -0.574, -2.089], [-0.689, -0.914, -0.320], [0.651, -0.493, -1.365], [-1.596, 1.315, -0.428], [1.428, 1.361, -0.078], [0.131, 0.938, 1.089], [0.282, 2.564, 0.443], [-2.851, -6.050, 2.817], [-1.939, -7.039, 2.184], [-2.485, -8.122, 1.389], [-0.884, -6.258, 1.072], [-0.203, -5.077, 1.429], [0.182, -4.495, 0.108], [-0.734, -7.678, 3.427], [0.590, -5.191, 2.168], [-0.815, -4.335, 1.942], [0.989, -5.049, -0.372], [0.622, -3.509, 0.257], [-0.576, -4.469, -0.675], [0.077, -8.213, 2.933], [-1.356, -8.251, 4.114], [-0.244, -6.844, 3.929], [0.334, -1.839, 2.905], [1.508, -1.428, 3.671], [2.651, -0.879, 2.986], [1.171, -0.525, 5.037], [1.405, 0.896, 4.996], [0.462, 1.628, 4.109], [2.096, -2.889, 4.634], [2.454, 1.125, 4.809], [1.225, 1.235, 6.016], [-0.526, 1.191, 3.967], [0.922, 1.531, 3.125], [0.346, 2.693, 4.309], [2.612, -3.522, 3.912], [1.230, -3.471, 4.946], [2.736, -2.532, 5.442], [-3.065, 4.074, 0.366], [-3.107, 4.307, 1.809], [-3.335, 5.675, 2.314], [-4.282, 3.304, 2.481], [-4.240, 1.963, 2.072], [-5.525, 1.424, 2.557], [-1.694, 3.728, 2.715], [-3.432, 1.362, 2.489], [-4.330, 1.867, 0.990], [-5.678, 0.345, 2.534], [-6.432, 1.878, 2.157], [-5.644, 1.676, 3.610], [-1.970, 3.952, 3.746], [-0.782, 4.205, 2.357], [-1.535, 2.667, 2.520], [0.998, -0.822, -4.343], [0.432, -2.186, -4.253], [0.095, -2.780, -2.982], [-0.890, -2.404, -5.243], [-1.499, -3.685, -5.270], [-2.768, -3.625, -6.114], [1.684, -3.256, -5.031], [-1.728, -4.192, -4.332], [-0.791, -4.369, -5.738], [-3.244, -4.588, -6.297], [-2.567, -3.240, -7.114], [-3.458, -2.959, -5.595], [1.726, -2.833, -6.035], [1.338, -4.290, -5.051], [2.653, -3.208, -4.535], [5.645, 0.913, -1.748], [4.353, 0.301, -1.425], [3.126, 0.527, -2.262], [4.535, -1.343, -1.250], [3.310, -2.121, -1.322], [3.779, -3.579, -1.637], [3.987, 0.626, 0.413], [2.608, -1.814, -2.097], [2.769, -2.045, -0.379], [4.358, -3.614, -2.560], [2.917, -4.222, -1.818], [4.393, -4.018, -0.850], [4.931, 0.542, 0.951], [3.346, -0.133, 0.862], [3.620, 1.636, 0.599], [2.985, 3.350, 3.724], [2.631, 4.717, 3.372], [1.446, 5.311, 4.024], [3.947, 5.751, 3.641], [3.662, 7.111, 3.665], [4.858, 7.755, 2.948], [2.351, 4.782, 1.533], [3.587, 7.517, 4.674], [2.764, 7.380, 3.110], [5.712, 7.362, 3.499], [4.786, 8.830, 3.115], [4.943, 7.461, 1.902], [2.313, 5.850, 1.322], [1.446, 4.218, 1.303], [3.195, 4.326, 1.015], [-3.011, 3.130, -3.655], [-3.754, 3.613, -4.017], [-3.365, 2.685, -2.886], [1.264, 1.690, -4.122], [2.170, 1.896, -3.893], [1.241, 0.735, -4.174], [-2.823, -2.684, -1.897], [-1.893, -2.907, -1.900], [-3.272, -3.524, -1.989], [-1.105, 4.799, -2.426], [-1.695, 5.546, -2.323], [-0.918, 4.517, -1.530], [-3.489, -0.853, 0.044], [-3.189, -0.876, 0.953], [-3.055, -1.598, -0.371], [-1.312, 0.972, -4.806], [-1.088, 0.532, -5.626], [-1.915, 0.371, -4.368], [-3.113, -0.590, -3.852], [-2.993, -1.294, -3.215], [-3.697, -0.961, -4.513], [-4.209, 1.404, -1.871], [-4.136, 0.687, -2.502], [-4.139, 0.980, -1.016]],
  "total_charge": 3,
  "e_tot_ev": -144496.3883,
  "lumo_ev": -12.61,
  "orbital_gap_ev": 3.19
}